# 1
Computed, not measured: a single C19H26FN3O2 molecule, with ωB97M-V/def2-TZVPD.

```
! RIJCOSX wB97M-V def2-TZVPD def2/J DEFGRID3
* xyz 0 1
F -5.4183 1.9223 0.8319
O -0.0996 -0.6528 1.4106
O -3.0921 -2.7415 -0.8771
N 0.0409 -2.4239 0.0136
N -2.6954 -1.1864 0.7173
N 1.5990 -0.7215 -0.0841
C -1.1227 -4.4890 0.0748
C 3.9698 1.9335 1.2278
C 3.9891 2.8295 -0.0072
C -2.4222 -2.3117 0.0413
C 2.6057 2.8859 -0.6482
C 2.1315 1.4818 -1.0098
C -4.2034 2.1550 0.2820
C -3.7965 -0.3217 0.3663
C -3.3608 1.0786 0.0302
C 0.7683 -3.3515 -0.8296
C 0.3345 -4.7214 -0.3106
C 2.0947 0.6004 0.2389
C -1.1647 -3.0414 0.5650
C 3.4876 0.5310 0.8689
C -3.8527 3.4600 -0.0035
C -2.1242 1.3577 -0.5374
C -2.6116 3.7102 -0.5617
C -1.7518 2.6586 -0.8279
C 0.4851 -1.2357 0.5026
H -1.4496 0.5416 -0.7457
H -4.5136 -0.2889 1.1950
H -1.4745 -5.1844 0.8333
H 0.4725 -3.2245 -1.8790
H -4.2960 -0.7785 -0.4970
H 2.6348 3.5096 -1.5442
H -0.7850 2.8570 -1.2650
H 1.8984 3.3349 0.0526
H -2.3193 4.7241 -0.7877
H -4.5465 4.2562 0.2155
H 4.9689 1.8799 1.6645
H 0.9225 -4.9835 0.5704
H 4.1823 0.0722 0.1601
H 4.7076 2.4360 -0.7303
H 1.9930 -1.1689 -0.8937
H 0.4528 -5.5032 -1.0575
H 1.3883 1.0142 0.9662
H -1.1418 -2.9592 1.6584
H 4.3110 3.8351 0.2694
H 2.8177 1.0424 -1.7398
H 3.2992 2.3620 1.9754
H 3.4509 -0.0954 1.7616
H -1.9790 -0.8251 1.3438
H 1.8471 -3.2101 -0.7380
H 1.1384 1.5188 -1.4617
H -1.7702 -4.5683 -0.8009
*
```

Values from the calculation:
- Gap between HOMO and LUMO: 0.350 Eh
- HOMO energy: -8.89 eV
- LUMO: 0.023 hartree
- Energy relative to the best compared isomer or geometry (same formula, charge and spin): 0.000 eV


# 2
Computed, not measured: a single C19H26FN3OS molecule, with ωB97M-V/def2-TZVPD.

```
! RIJCOSX wB97M-V def2-TZVPD def2/J DEFGRID3
* xyz 0 1
S -0.4001 -1.2392 -2.2533
F 5.7531 1.1220 -0.2115
O -1.7085 1.4639 -0.3460
N -2.8954 -0.0770 1.6032
N 1.6574 -1.3018 -0.6887
N 1.0637 0.8240 -1.4500
C -2.2601 2.0605 0.7248
C -4.0028 -1.9283 0.4152
C 3.1828 -1.7767 1.0910
C -1.6738 3.2759 0.9319
C 5.2360 -0.5551 1.3584
C 4.3602 -1.5457 1.7731
C -0.6942 3.4215 -0.0814
C 0.0828 1.7703 -1.9559
C -4.2958 -1.1027 -0.8339
C 3.7378 -0.0397 -0.4793
C -0.9063 -1.4309 2.0605
C 0.8274 -0.5063 -1.4308
C -1.7880 -0.2699 2.5121
C -0.7592 2.2863 -0.8361
C -3.9527 -1.0664 1.6827
C -3.3149 1.2999 1.4642
C 2.8475 -1.0158 -0.0326
C 4.9051 0.1709 0.2302
C -4.2846 -1.9606 -2.0923
H -3.2933 -2.3775 -2.2521
H -1.4185 -2.3807 2.1883
H -5.2707 -0.6177 -0.7297
H -0.5365 1.2347 -2.6799
H 0.0155 -1.4509 2.6384
H -3.5331 -0.3295 -0.9255
H -3.7901 -1.7138 2.5529
H -3.5058 1.8042 2.4296
H -4.5447 -1.3635 -2.9633
H 1.6647 1.1866 -0.7212
H -2.1290 -0.4420 3.5499
H -0.6692 -1.3056 1.0076
H -0.0399 4.2567 -0.2290
H 2.5063 -2.5502 1.4221
H 4.6005 -2.1403 2.6408
H -1.9059 3.9784 1.7061
H 0.6093 2.5928 -2.4444
H -1.1899 0.6457 2.5085
H 1.3133 -2.2484 -0.5919
H 6.1575 -0.3552 1.8795
H -4.9976 -2.7791 -2.0101
H 3.5655 0.5168 -1.3863
H -4.9245 -0.5769 1.8214
H -4.7702 -2.6964 0.5414
H -3.0418 -2.4255 0.2840
H -4.2400 1.3174 0.8815
*
```

Values from the calculation:
- Gap between HOMO and LUMO: 0.323 Eh
- HOMO energy: -8.14 eV
- LUMO: 0.024 hartree
- Energy relative to the best compared isomer or geometry (same formula, charge and spin): 1.758 eV


# 3
Computed, not measured: C19H26IN4ORh as an isolated structure, with ωB97M-V/def2-TZVPD.

```
! RIJCOSX wB97M-V def2-TZVPD def2/J DEFGRID3
* xyz -2 5
I -1.7531 -0.8012 -2.9310
Rh -0.5642 -0.6335 -0.7250
O -0.9673 -2.8299 0.8434
N -2.9967 0.4242 0.7207
N 2.2566 -1.7922 -1.2901
N 1.5337 -0.6185 -2.9272
N -1.4615 -0.0250 2.1525
C 2.4811 -2.3841 0.0102
C 1.3973 3.7329 2.0454
C 0.8438 0.2552 -3.8451
C -3.7688 0.7238 -0.4749
C 2.4911 3.0107 2.5388
C 0.1165 1.3999 -0.6793
C 2.0444 1.2673 0.9183
C 0.9208 1.9577 0.4649
C 2.8234 1.7720 1.9670
C -2.7080 -3.2057 -0.5086
C -1.6090 -2.3027 -0.0936
C 0.6142 3.2126 1.0167
C 1.2093 -0.9899 -1.6605
C -0.2122 -0.3225 2.8122
C -3.4810 0.8173 1.9579
C -1.7571 -0.1289 0.8324
C 2.7129 -1.1925 -3.3428
C -2.5123 0.5382 2.8491
C 3.1856 -1.9096 -2.3168
H 3.1735 -1.7639 0.6111
H 0.3691 0.5899 2.9567
H 0.6849 1.5023 -1.6118
H -2.4948 0.6903 3.9099
H 4.0925 -2.4844 -2.2308
H 1.5297 -2.4980 0.5492
H -0.8193 1.9614 -0.7924
H 3.6871 1.2025 2.3216
H -0.4372 -0.7447 3.7902
H -3.7922 1.8150 -0.6474
H 3.0946 3.4084 3.3630
H 1.1628 4.7132 2.4679
H -0.0945 0.6419 -3.3981
H 2.9534 -3.3707 -0.1240
H -3.5117 -3.3057 0.2459
H -0.2306 3.7667 0.6163
H -3.1934 -2.8856 -1.4390
H 0.3620 -1.0307 2.2277
H 2.3069 0.3213 0.4374
H 1.4670 1.1136 -4.1203
H -2.2326 -4.1557 -0.7792
H -4.8025 0.3761 -0.3190
H 3.1037 -1.0196 -4.3266
H 0.5764 -0.3120 -4.7436
H -4.4558 1.2684 2.0672
H -3.3388 0.2244 -1.3664
*
```

Values from the calculation:
- Gap between HOMO and LUMO (spin up / spin down): 0.067 / 0.219 Eh
- HOMO energy (spin up / spin down): 2.45 / -2.54 eV
- ⟨S²⟩: 6.0149
- LUMO (spin up / spin down): 0.156 / 0.126 hartree
- Energy relative to the best compared isomer or geometry (same formula, charge and spin): 0.000 eV


# 4
Computed, not measured: C19H26N3O8P2Ru as an isolated structure, with ωB97M-V/def2-TZVPD.

```
! RIJCOSX wB97M-V def2-TZVPD def2/J DEFGRID3
* xyz 2 2
Ru -0.0080 0.1906 0.2635
P -2.6639 -0.5802 0.8735
P -2.6551 1.0459 -1.5298
O -1.2735 0.4878 -1.6729
O -1.7103 -1.6164 0.3339
O -3.3929 1.2867 -2.8971
O -3.5856 -1.1333 2.0286
O -3.9022 -1.2308 -1.3934
O -1.9219 0.6421 1.3906
O 2.4295 0.4836 0.9461
O -2.6183 2.4892 -0.9011
N 0.8958 -1.7839 -0.2758
N 0.3752 2.3149 -0.0313
N 0.4010 -0.9394 2.2888
C 1.9868 1.6780 -1.7482
C 3.3704 1.5442 -1.0899
C 0.9180 -2.2121 -1.5220
C 1.7614 -4.3437 -0.8570
C 0.5549 4.9868 -0.5716
C 1.1276 -2.1525 2.0723
C 1.6780 -2.8889 3.0890
C 3.2990 1.5112 0.4327
C 1.2683 4.0708 -1.3313
C -0.3189 3.1853 0.7088
C 2.2467 -4.6681 1.5656
C 1.2342 -2.6141 0.7431
C 1.7461 -3.9071 0.4859
C 1.1636 2.7198 -1.0439
C 1.3279 -3.5095 -1.8545
C 2.2485 -4.1490 2.8306
C -0.2499 4.5417 0.4665
C -5.0608 0.5118 -0.1820
C -3.7290 -0.0975 -0.5626
H -0.9272 2.7754 1.5035
H 2.8745 -0.3661 0.8319
H 1.3229 -3.8220 -2.8886
H -3.5313 0.5203 -3.4772
H 3.8530 0.6382 -1.4639
H 2.1021 1.9164 -2.8039
H 2.6577 -4.7197 3.6526
H 4.0041 2.3892 -1.3651
H -5.6727 -0.2340 0.3231
H 0.6219 -1.5094 -2.2922
H 2.9004 2.4471 0.8195
H 2.1241 -5.3369 -1.0909
H 1.6352 -2.5207 4.1074
H 1.4615 0.7253 -1.6803
H -5.6054 0.8342 -1.0702
H 2.6412 -5.6566 1.3693
H 0.6502 -0.4794 3.1574
H -0.8176 5.2305 1.0746
H -3.4299 3.0130 -0.9994
H -4.0248 -1.9851 1.8774
H 1.9023 4.4011 -2.1425
H 4.2996 1.3798 0.8460
H -4.9143 1.3577 0.4907
H -3.1142 -1.7916 -1.3389
H -0.5999 -1.1151 2.2856
H 0.6441 6.0446 -0.7810
*
```

Values from the calculation:
- Gap between HOMO and LUMO (spin up / spin down): 0.251 / 0.267 Eh
- HOMO energy (spin up / spin down): -14.63 / -14.63 eV
- ⟨S²⟩: 0.7600
- LUMO (spin up / spin down): -0.286 / -0.270 hartree
- Energy relative to the best compared isomer or geometry (same formula, charge and spin): 0.000 eV